This record from the OMol25 dataset describes C18H21NO2S in the gas phase in a non-equilibrium geometry. The level of theory is ωB97M-V/def2-TZVPD.

Last column: natural (NBO) charge in e.
Cartesian coordinates (Å):
C 2.12776 4.34770 -1.62549  -0.25
H 1.34612 4.35362 -0.85944  0.17
O 2.68059 3.06476 -1.79759  -0.53
C 3.49957 2.62751 -0.74587  -0.07
C 2.78852 2.47430 0.59978  -0.59
H 3.42110 1.95448 1.31635  0.22
H 2.53954 3.45062 1.01498  0.23
S 1.13793 1.66738 0.45015  0.36
C 1.52794 0.04768 -0.07938  -0.15
C 2.79580 -0.51336 0.06276  -0.25
C 3.05169 -1.79951 -0.36389  -0.17
C 2.04612 -2.56477 -0.93520  -0.25
C 0.78042 -2.03017 -1.06450  -0.18
C 0.50296 -0.73167 -0.64848  -0.11
C -0.84654 -0.13237 -0.69238  0.66
O -1.10659 0.85285 -0.01536  -0.62
N -1.75422 -0.67819 -1.53789  -0.61
H -1.51815 -1.52621 -2.02641  0.39
C -3.15711 -0.36268 -1.41786  -0.22
H -3.21334 0.63088 -0.96847  0.23
H -3.60892 -0.34067 -2.41319  0.20
C -3.88204 -1.38161 -0.51683  -0.43
C -3.15903 -1.46867 0.79780  -0.03
C -2.18841 -2.43965 1.00369  -0.23
C -1.43202 -2.44906 2.16207  -0.20
C -1.64226 -1.48563 3.13179  -0.22
C -2.61883 -0.52256 2.94272  -0.21
C -3.36996 -0.51310 1.78279  -0.15
H -4.11808 0.25132 1.63126  0.20
H -2.78599 0.23207 3.69675  0.21
H -1.04498 -1.48368 4.03157  0.21
H -0.67106 -3.20379 2.30043  0.21
H -2.01950 -3.19776 0.25035  0.20
H -3.89472 -2.35793 -1.00760  0.20
H -4.91168 -1.05128 -0.37436  0.22
H -0.00282 -2.65082 -1.47553  0.20
H 2.24705 -3.57395 -1.26102  0.21
H 4.04114 -2.21407 -0.23794  0.21
H 3.58945 0.04271 0.53357  0.21
H 3.88126 1.66165 -1.08651  0.19
H 4.35211 3.31708 -0.61233  0.16
H 1.68727 4.61726 -2.58361  0.20
H 2.90186 5.07932 -1.36168  0.16

Computed properties:
- Kohn-Sham gap (eV) = 8.59
- net charge = 0
- relative energy (zero: lowest compared OMol25 entry of this formula, charge and spin) (kJ/mol) = 129.86
- lowest unoccupied orbital energy (eV) = 0.74
- SMILES = COCCSc1ccccc1C(=O)NCCc1ccccc1